--- A ---
The following is a quantum chemistry calculation of a 2-piece molecular cluster, C3H11N2 overall, from OMol25.

ORCA input file:
```
! RIJCOSX wB97M-V def2-TZVPD def2/J DEFGRID3
* xyz 1 1
C 0.310 -1.822 1.079
N -0.726 -0.804 1.337
H 0.846 -1.694 0.194
H -0.113 -2.829 0.910
H 0.973 -1.766 2.002
H -1.366 -0.684 0.562
H -1.278 -0.761 2.170
H -0.245 0.212 1.230
C -0.615 0.939 -1.956
C 0.498 0.595 -1.115
N 0.564 1.303 0.138
H -0.937 1.996 -1.975
H -1.082 0.310 -2.678
H 1.335 -0.076 -1.414
H 1.391 1.257 0.785
H 0.448 2.275 -0.158
*
```

Its HOMO energy is -0.4675 Ha.

Löwdin atomic charge list, values in e, 6 entries: atom 1 (C): -0.038, atom 2 (N): 0.090, atom 3 (H): 0.047, atom 4 (H): 0.112, atom 5 (H): 0.133, atom 6 (H): 0.137

=====

--- B ---
The following is a quantum chemistry calculation of an isolated ion of composition C3H11N2 and charge +1, from OMol25.

ORCA input file:
```
! RIJCOSX wB97M-V def2-TZVPD def2/J DEFGRID3
* xyz 1 1
C -0.857 0.099 -1.088
C -0.986 0.333 0.406
C 0.248 0.842 1.122
N 1.273 -0.199 1.099
N 0.260 -0.926 -1.401
H -0.681 1.057 -1.643
H -1.751 -0.367 -1.518
H -1.341 -0.586 0.929
H -1.945 0.847 0.559
H 0.690 1.717 0.631
H 0.076 1.197 2.147
H 2.158 0.286 1.069
H 1.264 -0.890 1.836
H 0.040 -1.826 -0.982
H 0.491 -0.955 -2.386
H 1.062 -0.631 -0.782
*
```

As for the SMILES: NCCC[NH3+]. Its HOMO energy is -0.5220 Ha.

Löwdin atomic charge list, values in e, 6 entries: atom 1 (C): -0.128, atom 2 (C): -0.199, atom 3 (C): -0.253, atom 4 (N): -0.015, atom 5 (N): 0.171, atom 6 (H): 0.148

=====

B wins, 0.0800 hartree ahead of the next structure.

=====

--- A ---
The following is a quantum chemistry calculation of a single C5H13NO2 molecule, from OMol25.

ORCA input file:
```
! RIJCOSX wB97M-V def2-TZVPD def2/J DEFGRID3
* xyz 0 1
C 0.470 0.366 1.934
O -0.308 -0.259 2.978
C 0.414 -0.569 0.729
C 0.630 0.133 -0.619
C -0.494 1.093 -0.976
C -1.490 0.374 -1.858
O -0.868 0.247 -3.144
N 1.313 -1.715 0.795
H 0.017 1.330 1.702
H 1.505 0.453 2.281
H 0.079 -0.001 3.830
H -0.584 -1.010 0.805
H 0.733 -0.671 -1.326
H 1.630 0.548 -0.510
H -0.085 1.894 -1.568
H -1.046 1.559 -0.161
H -2.397 0.950 -2.055
H -1.775 -0.599 -1.454
H -1.282 -0.455 -3.667
H 1.267 -2.263 1.642
H 2.270 -1.407 0.641
*
```

As for the SMILES: N[C@@H](CO)CCCO. Its HOMO energy is -0.3347 Ha.

Löwdin atomic charge list, values in e, 6 entries: atom 1 (C): -0.213, atom 2 (O): -0.083, atom 3 (C): -0.416, atom 4 (C): -0.160, atom 5 (C): -0.177, atom 6 (C): -0.262

=====

--- B ---
The following is a quantum chemistry calculation of C5H13NO2 as an isolated structure, from OMol25.

ORCA input file:
```
! RIJCOSX wB97M-V def2-TZVPD def2/J DEFGRID3
* xyz 0 1
C 1.452 -0.625 0.094
C -2.498 1.480 0.751
C 1.116 -1.343 -1.211
C 1.742 0.857 -0.130
C -2.805 0.718 -0.361
N 0.383 -0.755 1.100
O -0.794 -0.126 0.783
O 2.575 -1.299 0.642
H 2.769 -0.891 1.495
H 0.217 -1.737 1.316
H -2.843 1.208 1.736
H -1.838 2.333 0.688
H 1.990 1.333 0.820
H 1.943 -1.252 -1.914
H 0.217 -0.914 -1.653
H 0.957 -2.405 -1.016
H 2.581 0.966 -0.816
H 0.868 1.357 -0.544
H -3.684 0.082 -0.318
H -2.670 1.167 -1.340
H -1.676 -0.155 -0.122
*
```

Its HOMO energy (spin up / spin down) is -0.3025 / -0.3025 Ha.

Löwdin atomic charge list, values in e, 6 entries: atom 1 (C): -0.647, atom 2 (C): 0.010, atom 3 (C): -0.018, atom 4 (C): -0.018, atom 5 (C): -0.145, atom 6 (N): -0.057

=====

A wins, 0.1316 hartree ahead of the next structure.

=====

--- A ---
The following is a quantum chemistry calculation of a 3-piece molecular cluster, C5H13NO2 overall, from OMol25.

ORCA input file:
```
! RIJCOSX wB97M-V def2-TZVPD def2/J DEFGRID3
* xyz 0 1
C 0.620 -2.474 -0.015
C 1.224 -0.038 -1.660
N 2.651 -0.146 -1.416
O -0.549 -2.373 0.272
H -1.662 -1.168 1.123
H 2.979 0.658 -0.890
H 2.865 -0.972 -0.866
H 0.954 -2.965 -0.935
H 1.424 -2.188 0.684
H 1.042 0.875 -2.228
H 0.916 -0.850 -2.321
C -2.312 1.957 0.725
C -0.153 0.758 1.168
C -1.495 0.748 1.059
O -2.239 -0.366 1.152
H -2.820 1.804 -0.225
H -3.078 2.103 1.495
H -1.694 2.847 0.672
H 0.369 1.697 1.224
H 0.351 -0.066 1.651
H 0.604 0.159 -0.669
*
```

As for the SMILES: C=C(C)O.C=O.CN. Its HOMO energy is -0.3039 Ha.

Löwdin atomic charge list, values in e, 6 entries: atom 1 (C): -0.125, atom 2 (C): -0.225, atom 3 (N): -0.068, atom 4 (O): -0.008, atom 5 (H): 0.076, atom 6 (H): 0.058

=====

--- B ---
The following is a quantum chemistry calculation of a 2-piece molecular cluster, C5H13NO2 overall, from OMol25.

ORCA input file:
```
! RIJCOSX wB97M-V def2-TZVPD def2/J DEFGRID3
* xyz 0 1
O -0.744 -1.948 2.547
C -0.412 -0.846 2.214
C -1.327 -0.054 1.231
C -0.572 0.333 -0.039
C 0.531 1.429 0.278
C 1.029 2.015 -1.016
N 2.281 1.481 -1.576
H 0.346 -0.369 2.714
H -1.744 0.728 1.820
H -2.049 -0.795 0.737
H -0.064 -0.579 -0.427
H -1.264 0.610 -0.727
H 0.268 2.162 1.006
H 1.309 0.849 0.810
H 0.191 1.877 -1.709
H 1.246 3.123 -0.761
H 3.075 1.495 -0.923
H 2.361 1.098 -2.443
H -0.236 -2.430 -2.052
H -0.875 -2.088 -3.404
O -1.008 -2.215 -2.499
*
```

As for the SMILES: NCCCCC=O.O. Its HOMO energy is -0.3196 Ha.

Löwdin atomic charge list, values in e, 6 entries: atom 1 (O): 0.054, atom 2 (C): -0.247, atom 3 (C): -0.145, atom 4 (C): -0.206, atom 5 (C): -0.204, atom 6 (C): -0.290

=====

B wins, 0.0031 hartree ahead of the next structure.